Below is a cluster of 2 separate species, C5H6F2N3O3 in total in a non-equilibrium geometry, with properties calculated with ωB97M-V/def2-TZVPD.

calculated total energy = -783.4961 hartree
highest occupied orbital energy = -14.97 eV
total charge = +1

```
19
Properties=species:S:1:pos:R:3:forces:R:3:mulliken_charge:R:1
F -2.87839 1.56828 2.20378 2.81 -2.72 -1.22 -0.2003
F -1.20279 -2.34648 0.01678 -0.29 3.06 2.09 -0.2249
O -1.12539 -2.03676 2.27622 -0.92 2.79 -4.73 -0.3753
O -0.94392 0.77405 3.09593 -3.12 -0.62 -4.56 -0.3522
O 1.54741 -1.73157 -2.40881 -0.26 0.24 0.18 -0.6207
N -1.56740 -0.08368 0.90955 1.05 -0.40 -1.11 0.0278
N 1.76646 0.98957 -0.40401 -4.42 -0.49 -0.64 -0.0165
N -0.44592 1.01695 -1.25834 4.05 -0.53 3.17 0.0316
C 0.92805 1.35535 -1.50694 -0.82 -0.90 1.47 -0.3444
C 0.96040 0.38018 0.64383 -3.44 1.36 -3.91 -0.1994
C -1.28730 -1.50033 1.17593 0.44 -3.64 3.14 0.6595
C -1.72392 0.71894 2.13879 1.02 2.14 4.63 0.5579
C -0.46784 0.43494 0.07176 4.43 -0.03 1.67 0.0561
H 1.43458 -1.14947 -1.64903 0.08 -0.32 -0.02 0.3500
H 0.89352 -2.42913 -2.26748 0.15 -0.03 -0.10 0.3388
H -1.28288 1.13363 -1.85949 0.99 0.04 0.31 0.3014
H 1.31200 -0.03616 1.64242 -0.42 0.80 -1.63 0.4180
H 2.78879 1.11181 -0.34572 -0.77 0.05 -0.35 0.2646
H 1.29457 1.82987 -2.47517 -0.57 -0.81 1.63 0.3279
```
Forces are in eV/Å.